1.
A molecular structure, C11H6BrClMnO3 at a distorted geometry, computed with ωB97M-V/def2-TZVPD.

Last column: Löwdin charge in e.
Cartesian coordinates (Å):
C: -3.40 -0.84 0.12  -0.060
C: -1.81 -0.90 0.30  -0.155
C: -1.28 -0.96 1.64  0.123
C: 0.32 -0.97 1.82  -0.237
O: 0.89 -1.58 2.75  0.126
C: 1.11 -0.09 0.72  0.049
C: 2.42 0.70 1.04  -0.119
O: 2.95 0.60 2.37  0.035
C: 3.08 1.55 -0.07  0.092
C: 2.45 1.64 -1.51  -0.512
Cl: 3.17 2.69 -2.83  0.620
C: 1.16 0.82 -1.85  -0.500
Br: 0.32 0.87 -3.65  0.726
C: 0.51 -0.03 -0.73  -0.070
C: -0.82 -0.88 -0.96  -0.221
O: -1.06 -1.53 -2.05  -0.140
H: -3.87 -0.66 1.15  0.124
H: -3.83 -1.76 -0.41  0.086
H: -3.63 0.13 -0.48  0.088
H: -1.93 -0.96 2.57  0.154
H: 2.20 0.92 2.93  0.136
H: 4.04 2.13 0.14  0.139
Mn: -2.96 -0.92 -3.02  1.518

Values from the calculation:
Expectation value of S²: 8.755
Net charge: +2
M (g/mol): 356.5
2S+1: 6
Calculated total energy (hartree): -4832.73679

=====

2.
A molecular structure, C11H7EuNO4 at a distorted geometry, computed with ωB97M-V/def2-TZVPD.

Last column: Löwdin charge in e.
Cartesian coordinates (Å):
Eu: -1.76 -2.08 -1.09  0.915
C: -0.54 -3.47 -1.69  -0.198
O: 0.18 -4.26 -2.03  0.308
C: -3.26 -3.21 -1.85  -0.194
O: -4.07 -3.86 -2.29  0.265
C: -1.62 -1.21 -2.84  -0.196
O: -1.48 -0.72 -3.85  0.293
C: -1.99 -3.02 0.61  -0.170
O: -2.08 -3.58 1.59  0.294
H: -2.63 -0.64 -0.43  0.103
H: -3.29 -1.11 -0.75  0.104
N: -0.22 -0.58 -0.51  0.054
C: 0.48 0.30 -0.02  0.006
C: 1.20 1.30 0.60  -0.224
C: 0.55 2.50 1.00  0.007
C: 1.26 3.50 1.65  -0.023
C: 2.61 3.34 1.92  0.001
C: 3.27 2.17 1.54  -0.021
C: 2.57 1.16 0.89  0.012
H: -0.51 2.62 0.79  0.131
H: 0.74 4.42 1.95  0.132
H: 3.16 4.13 2.44  0.136
H: 4.33 2.05 1.76  0.132
H: 3.09 0.24 0.60  0.134

Values from the calculation:
Expectation value of S²: 15.801
Net charge: +2
M (g/mol): 369.1
2S+1: 8
Calculated total energy (hartree): -1488.23101
Energy relative to the best compared isomer or geometry (same formula, charge and spin) (kcal/mol): 345.7

=====

3.
A molecular structure, C11H8BF2MnN6S5, computed with ωB97M-V/def2-TZVPD.

Last column: Löwdin charge in e.
Cartesian coordinates (Å):
Mn: -0.82 -0.37 0.21  0.058
N: 1.58 -2.67 0.51  0.173
C: 2.08 -1.49 0.14  -0.422
N: 3.39 -1.41 -0.06  0.165
C: 3.82 -0.22 -0.49  -0.465
N: 5.17 -0.08 -0.64  0.132
N: 3.07 0.84 -0.77  0.167
C: 1.76 0.66 -0.53  -0.267
N: 1.21 -0.45 -0.04  0.087
C: 0.80 1.69 -0.84  -0.193
C: 1.17 2.93 -1.37  -0.022
C: 0.19 3.85 -1.69  -0.085
C: -1.15 3.48 -1.46  -0.066
C: -1.45 2.25 -0.94  -0.117
N: -0.50 1.33 -0.61  -0.018
H: 2.22 -3.40 0.72  0.108
H: 0.60 -2.73 0.79  0.008
H: 5.70 -0.93 -0.69  0.087
H: 5.48 0.70 -1.19  0.089
H: 2.22 3.13 -1.52  0.103
H: 0.44 4.81 -2.10  0.094
H: -1.96 4.15 -1.70  0.102
H: -2.47 1.95 -0.76  0.066
S: -5.95 -2.91 4.71  0.430
C: -4.78 -2.33 3.69  -1.540
S: -3.09 -2.50 3.97  0.881
C: -2.52 -1.69 2.54  -1.126
C: -3.47 -1.21 1.72  -1.106
S: -3.10 -0.36 0.25  0.660
S: -5.12 -1.49 2.22  0.889
S: -0.82 -1.52 2.20  0.599
F: -0.82 -2.40 -1.94  0.111
B: -1.16 -1.12 -1.64  -0.695
F: -1.72 -0.49 -2.69  0.115

Values from the calculation:
Expectation value of S²: 0.875
Net charge: -1
M (g/mol): 488.3
2S+1: 2
Calculated total energy (hartree): -4119.33029

=====

4.
A molecular structure, C11H8Br2Cl2FIrN2, computed with ωB97M-V/def2-TZVPD.

Last column: Löwdin charge in e.
Cartesian coordinates (Å):
Ir: 0.23 -0.15 0.49  1.387
Br: 3.99 -5.45 -0.22  1.048
C: 2.97 -3.94 -0.04  -0.624
C: 3.57 -2.69 0.18  -0.026
C: 2.78 -1.59 0.33  -0.034
N: 1.43 -1.68 0.25  -0.119
C: 0.82 -2.89 0.04  -0.156
C: 1.56 -4.02 -0.11  0.013
C: -0.65 -2.80 0.00  -0.156
C: -1.52 -3.84 -0.18  0.010
C: -2.90 -3.59 -0.16  -0.634
Br: -4.09 -4.97 -0.38  1.020
C: -3.36 -2.28 0.05  -0.027
C: -2.45 -1.27 0.21  -0.050
N: -1.12 -1.53 0.17  -0.098
H: 4.65 -2.59 0.24  0.141
H: 3.20 -0.60 0.50  0.145
H: 1.09 -4.98 -0.27  0.135
H: -1.16 -4.84 -0.32  0.134
H: -4.42 -2.06 0.08  0.140
H: -2.75 -0.25 0.38  0.126
F: 0.22 -0.31 2.32  -0.357
Cl: -0.50 1.67 -0.55  0.118
C: -0.47 4.73 -0.28  -0.320
Cl: -1.49 5.16 0.85  1.035
H: -0.83 4.60 -1.30  0.075
H: 0.59 4.61 -0.04  0.076

Values from the calculation:
Expectation value of S²: 0.760
Net charge: +3
M (g/mol): 610.1
2S+1: 2
Calculated total energy (hartree): -6804.88574
Energy relative to the best compared isomer or geometry (same formula, charge and spin) (kcal/mol): 0.0

=====

5.
A single C11H8O2 molecule at a distorted geometry, computed with ωB97M-V/def2-TZVPD.

Last column: Löwdin charge in e.
Cartesian coordinates (Å):
O: -0.86 -0.65 3.94  -0.032
C: -0.97 0.08 2.80  -0.336
O: -2.02 0.89 2.61  0.095
C: -0.19 -0.30 1.62  -0.116
C: 1.12 -0.78 1.67  -0.033
C: 1.72 -0.78 0.55  -0.049
C: 1.00 -0.41 -0.57  -0.122
C: 1.62 -0.23 -1.85  -0.011
C: 0.79 0.16 -2.88  -0.169
C: -0.51 0.50 -2.83  -0.096
C: -1.10 0.27 -1.63  -0.031
C: -0.31 0.10 -0.51  -0.237
C: -0.92 0.37 0.62  0.043
H: -2.45 0.91 3.37  0.061
H: 1.32 -1.03 2.73  0.154
H: 2.68 -1.13 0.74  0.116
H: 2.73 -0.18 -2.25  0.151
H: 1.46 0.28 -3.79  0.123
H: -1.05 0.55 -3.95  0.175
H: -2.06 0.57 -1.23  0.111
H: -2.02 0.83 0.85  0.201

Values from the calculation:
Structure (SMILES): O=C(O)c1ccc2ccccc2c1
Net charge: 0
M (g/mol): 172.2
2S+1: 1
Calculated total energy (hartree): -574.26805
Energy relative to the best compared isomer or geometry (same formula, charge and spin) (kcal/mol): 122.1

=====

6.
A molecular structure, C11H9AlBBr2F4N7 at a distorted geometry, computed with ωB97M-V/def2-TZVPD.

Last column: Löwdin charge in e.
Cartesian coordinates (Å):
Al: -0.70 0.30 0.25  0.430
Br: -1.27 -6.01 -1.22  0.868
C: -1.21 -4.12 -0.88  -0.576
C: -2.39 -3.43 -0.56  -0.038
C: -2.32 -2.09 -0.38  -0.033
N: -1.15 -1.44 -0.49  0.058
C: 0.04 -2.07 -0.75  -0.134
C: 0.03 -3.48 -1.00  0.007
C: 1.26 -1.28 -0.68  -0.126
C: 2.47 -1.72 -1.17  0.003
C: 3.59 -0.87 -1.12  -0.620
Br: 5.26 -1.13 -1.90  0.933
C: 3.51 0.38 -0.46  -0.077
C: 2.29 0.78 0.06  -0.026
N: 1.15 0.04 -0.13  0.073
H: -3.32 -3.95 -0.63  0.123
H: -3.16 -1.41 -0.21  0.148
H: 0.94 -4.01 -1.32  0.125
H: 2.54 -2.72 -1.65  0.146
H: 4.44 1.04 -0.37  0.146
H: 2.13 1.72 0.60  0.147
F: -0.16 0.09 5.67  0.290
B: 1.03 0.49 5.29  -0.870
F: -1.16 0.04 1.87  -0.132
F: 1.40 1.65 5.67  0.323
F: 1.65 -0.22 4.36  0.252
N: -1.37 5.22 -1.77  0.185
N: -1.69 4.03 -1.20  -0.212
N: -2.92 3.69 -0.81  0.175
C: -2.80 2.43 -0.40  -0.119
N: -1.54 1.98 -0.54  -0.024
N: -0.83 3.00 -1.07  0.130
H: -1.68 5.93 -1.11  0.134
H: -0.37 5.33 -1.74  0.124
H: -3.72 1.81 -0.17  0.167

Values from the calculation:
Net charge: +2
M (g/mol): 512.8
2S+1: 1
Calculated total energy (hartree): -6622.37468

=====

7.
A molecular structure, C11H9As3Cl3Cu2F34NaO2Pt at a distorted geometry, computed with ωB97M-V/def2-TZVPD.

Last column: Löwdin charge in e.
Cartesian coordinates (Å):
Na: 4.11 -1.61 1.05  0.908
Pt: -1.06 -1.24 5.86  0.970
Cu: -2.56 4.44 0.62  0.951
Cu: -6.98 -2.98 3.20  0.987
As: -5.73 2.37 4.94  0.965
F: -7.29 3.25 5.05  -0.292
F: -6.27 1.56 6.48  -0.320
F: -4.14 1.43 5.01  -0.351
F: -5.25 3.00 3.32  -0.319
F: -4.95 3.86 5.72  -0.312
F: -6.65 1.02 4.16  -0.344
As: -1.84 -1.48 0.27  0.943
F: -3.60 -1.52 0.51  -0.294
F: -1.97 -1.34 -1.55  -0.317
F: -0.05 -1.50 0.04  -0.325
F: -1.48 -1.66 2.06  -0.350
F: -1.86 -3.31 0.19  -0.328
F: -1.91 0.30 0.48  -0.295
As: 2.19 3.21 3.81  0.969
F: 3.12 2.58 5.19  -0.286
F: 3.28 4.58 3.51  -0.268
F: 1.13 3.75 2.42  -0.342
F: 0.86 1.99 4.16  -0.365
F: 1.12 4.35 4.92  -0.354
F: 2.98 2.00 2.76  -0.320
C: -3.84 5.87 -3.87  -0.076
C: -5.15 6.20 -3.10  -0.485
C: -6.03 4.98 -2.89  -0.382
F: -6.35 4.26 -3.97  0.126
F: -5.59 4.14 -1.99  0.134
F: -4.78 6.77 -2.00  0.177
F: -5.89 7.14 -3.79  0.119
O: -3.15 4.83 -3.20  -0.015
C: -1.91 4.30 -3.83  -0.489
C: -2.25 3.19 -4.93  -0.334
F: -2.99 3.53 -5.97  0.127
F: -1.08 2.78 -5.35  0.134
F: -1.25 5.30 -4.42  0.166
F: -1.26 3.95 -2.78  0.200
H: -3.35 6.84 -3.97  0.143
H: -4.05 5.63 -4.92  0.137
H: -6.96 5.37 -2.48  0.173
H: -2.87 2.39 -4.54  0.172
C: 6.39 -5.64 1.23  -0.039
C: 5.16 -5.67 0.28  -0.572
C: 4.78 -7.18 -0.18  -0.325
F: 5.64 -7.63 -1.12  0.109
F: 4.71 -8.06 0.79  0.133
F: 4.18 -5.05 0.85  0.142
F: 5.26 -4.98 -0.76  0.198
O: 6.99 -4.33 1.16  -0.017
C: 7.83 -3.94 2.34  -0.446
C: 8.37 -2.54 2.21  -0.261
F: 7.35 -1.64 2.13  0.063
F: 9.17 -2.17 3.25  0.122
F: 7.18 -4.18 3.47  0.178
F: 8.90 -4.80 2.30  0.138
H: 7.15 -6.36 0.91  0.151
H: 5.95 -5.86 2.20  0.145
H: 3.79 -7.17 -0.62  0.163
H: 8.89 -2.36 1.27  0.180
C: -0.88 -4.91 -5.50  -1.465
Cl: -0.98 -6.64 -5.50  0.885
Cl: -1.65 -4.38 -7.01  0.839
Cl: 0.82 -4.38 -5.21  0.700
H: -1.48 -4.66 -4.63  0.042

Values from the calculation:
Expectation value of S²: 2.033
Net charge: +2
M (g/mol): 1495.4
2S+1: 3
Calculated total energy (hartree): -15620.05815

=====

8.
A molecular structure, C11H9AsBF6NO2PPdS5, computed with ωB97M-V/def2-TZVPD.

Last column: Löwdin charge in e.
Cartesian coordinates (Å):
Pd: -0.29 -1.24 1.36  0.209
S: 0.47 -5.13 2.67  -0.089
As: -0.81 -3.48 3.17  -0.582
S: 0.12 -1.69 3.89  -0.105
S: -2.08 -2.77 1.55  0.077
S: -1.85 -4.80 4.52  -0.111
O: 0.18 -2.59 -1.30  0.112
B: -0.53 -1.61 -0.56  -0.747
O: -1.37 -0.91 -1.46  0.135
C: -1.17 -1.46 -2.69  -0.213
C: -1.75 -1.12 -3.88  -0.002
C: -1.35 -1.85 -5.01  -0.121
C: -0.42 -2.87 -4.91  -0.124
C: 0.17 -3.20 -3.69  -0.006
C: -0.23 -2.48 -2.58  -0.220
H: -2.48 -0.32 -3.94  0.115
H: -1.79 -1.61 -5.97  0.085
H: -0.13 -3.41 -5.80  0.085
H: 0.90 -3.99 -3.60  0.112
F: -0.95 2.26 0.37  -0.165
P: -2.20 2.65 1.33  0.149
F: -3.41 3.08 2.30  -0.165
F: -2.82 1.19 1.14  -0.142
F: -3.00 3.21 0.04  -0.165
F: -1.52 4.13 1.55  -0.198
F: -1.34 2.12 2.63  -0.193
S: 1.94 -0.57 0.82  0.719
C: 2.26 1.02 1.24  -0.693
N: 1.32 1.79 1.86  0.067
C: 1.49 3.09 2.18  -0.063
C: 2.68 3.71 1.96  -0.077
C: 3.71 2.96 1.35  -0.083
C: 3.51 1.66 1.00  -0.103
H: 0.39 1.39 1.99  0.095
H: 0.61 3.57 2.59  0.117
H: 2.80 4.75 2.21  0.094
H: 4.67 3.43 1.15  0.099
H: 4.28 1.07 0.51  0.096

Values from the calculation:
Expectation value of S²: 0.758
Net charge: -2
M (g/mol): 684.6
2S+1: 2
Calculated total energy (hartree): -5950.32205
Energy relative to the best compared isomer or geometry (same formula, charge and spin) (kcal/mol): 37.1